Record 1
{"formula": "C40H29CsF5NO4P2S", "method": "ωB97M-V/def2-TZVPD", "de_lowest_kcal_mol": 6.2, "charge": -2, "species": ["Cs", "O", "C", "O", "C", "C", "C", "C", "C", "N", "C", "O", "O", "H", "H", "H", "C", "C", "P", "C", "C", "C", "C", "C", "C", "C", "C", "C", "C", "C", "C", "C", "P", "C", "C", "C", "C", "C", "C", "C", "C", "C", "C", "C", "C", "H", "H", "H", "H", "H", "H", "H", "H", "H", "H", "H", "H", "H", "H", "H", "H", "H", "H", "H", "H", "H", "H", "H", "H", "H", "H", "F", "C", "C", "F", "C", "F", "C", "S", "C", "F", "C", "F"], "coordinates": [[0.67, -1.30, -0.51], [-2.00, -0.74, 3.57], [-1.17, -0.51, 2.68], [-1.38, -0.28, 1.45], [0.31, -0.54, 3.12], [0.64, -0.94, 4.41], [1.98, -0.99, 4.76], [2.95, -0.64, 3.83], [2.53, -0.26, 2.56], [1.24, -0.21, 2.22], [3.56, 0.16, 1.48], [4.70, 0.43, 1.91], [3.13, 0.22, 0.30], [-0.16, -1.20, 5.09], [2.28, -1.30, 5.76], [4.01, -0.64, 4.04], [-0.38, 2.28, -0.49], [0.63, 2.65, 0.60], [-0.15, 3.02, 2.23], [1.32, 3.16, 3.32], [1.09, 3.49, 4.66], [2.14, 3.56, 5.56], [3.44, 3.28, 5.15], [3.68, 2.94, 3.83], [2.63, 2.89, 2.92], [-0.48, 4.84, 2.05], [-1.80, 5.30, 2.15], [-2.10, 6.64, 1.98], [-1.09, 7.56, 1.71], [0.22, 7.12, 1.62], [0.52, 5.77, 1.79], [-1.51, 3.30, -0.64], [-2.51, 3.09, -2.17], [-3.10, 1.36, -2.04], [-3.36, 0.68, -3.23], [-3.75, -0.65, -3.21], [-3.86, -1.32, -2.00], [-3.59, -0.66, -0.81], [-3.22, 0.68, -0.83], [-4.00, 4.03, -1.65], [-5.29, 3.50, -1.66], [-6.38, 4.27, -1.30], [-6.22, 5.59, -0.91], [-4.94, 6.14, -0.90], [-3.85, 5.37, -1.27], [-0.81, 1.31, -0.25], [0.16, 2.19, -1.44], [1.28, 3.47, 0.28], [1.25, 1.77, 0.79], [0.08, 3.67, 5.00], [1.94, 3.81, 6.60], [4.25, 3.30, 5.86], [4.66, 2.65, 3.49], [2.85, 2.62, 1.90], [-2.59, 4.58, 2.35], [-3.13, 6.97, 2.04], [-1.33, 8.60, 1.57], [1.02, 7.83, 1.42], [1.55, 5.44, 1.74], [-1.10, 4.31, -0.68], [-2.16, 3.26, 0.24], [-3.23, 1.19, -4.18], [-3.93, -1.18, -4.14], [-4.12, -2.37, -1.99], [-3.61, -1.17, 0.14], [-2.99, 1.15, 0.11], [-5.43, 2.46, -1.93], [-7.37, 3.83, -1.30], [-7.07, 6.19, -0.62], [-4.79, 7.17, -0.59], [-2.86, 5.81, -1.24], [-2.97, -5.83, -5.92], [-2.08, -5.59, -4.94], [-1.91, -4.32, -4.43], [-2.63, -3.30, -4.94], [-0.99, -4.09, -3.42], [-0.89, -2.82, -2.99], [-0.20, -5.09, -2.85], [0.94, -4.79, -1.59], [-0.41, -6.36, -3.40], [0.28, -7.42, -2.94], [-1.32, -6.61, -4.41], [-1.48, -7.86, -4.89]]}


Record 2
{"formula": "C40H30AgIN4O9P2", "method": "ωB97M-V/def2-TZVPD", "charge": -2, "species": ["Ag", "C", "N", "P", "C", "C", "C", "C", "C", "C", "C", "C", "C", "C", "C", "C", "P", "C", "C", "C", "C", "C", "C", "C", "C", "C", "C", "C", "C", "H", "H", "H", "H", "H", "H", "H", "H", "H", "H", "H", "H", "H", "H", "H", "H", "H", "H", "H", "H", "H", "H", "H", "O", "C", "O", "C", "C", "C", "C", "C", "C", "O", "N", "O", "O", "N", "O", "O", "H", "H", "N", "C", "H", "I", "C", "C", "C", "C", "C", "C", "C", "O", "O", "H", "H", "H", "H"], "coordinates": [[1.13, 1.80, -0.15], [0.30, -1.58, 2.87], [0.70, -0.50, 1.99], [1.43, -0.70, 0.40], [3.00, -1.49, 0.76], [3.53, -2.55, -0.01], [4.56, -3.32, 0.51], [5.22, -2.87, 1.65], [4.86, -1.69, 2.29], [3.76, -0.96, 1.83], [0.53, -1.95, -0.49], [-0.22, -1.58, -1.62], [-1.01, -2.51, -2.27], [-1.07, -3.81, -1.78], [-0.20, -4.24, -0.78], [0.55, -3.29, -0.07], [0.29, 1.23, 2.21], [-1.45, 1.25, 2.67], [-1.81, 0.49, 3.79], [-3.15, 0.29, 4.12], [-4.13, 1.02, 3.47], [-3.75, 1.93, 2.47], [-2.43, 2.03, 2.05], [1.07, 1.76, 3.76], [2.13, 1.07, 4.37], [2.58, 1.43, 5.65], [2.03, 2.54, 6.29], [1.07, 3.31, 5.66], [0.63, 2.95, 4.38], [1.07, -2.37, 2.75], [-0.70, -1.98, 2.67], [0.37, -1.20, 3.91], [3.10, -2.73, -1.02], [4.89, -4.21, -0.03], [6.04, -3.44, 2.07], [5.46, -1.34, 3.13], [3.59, 0.05, 2.25], [-0.13, -0.57, -1.99], [-1.58, -2.21, -3.18], [-1.79, -4.51, -2.23], [-0.13, -5.28, -0.45], [1.17, -3.61, 0.76], [-1.05, 0.08, 4.47], [-3.40, -0.39, 4.92], [-5.15, 0.97, 3.84], [-4.51, 2.62, 2.06], [-2.16, 2.80, 1.30], [2.54, 0.17, 3.87], [3.35, 0.85, 6.13], [2.44, 2.81, 7.25], [0.61, 4.19, 6.10], [-0.04, 3.61, 3.84], [3.40, -1.62, -3.13], [3.07, -0.46, -2.84], [3.40, 0.25, -1.89], [2.11, 0.11, -3.84], [1.93, -0.55, -5.05], [0.89, -0.19, -5.88], [0.11, 0.94, -5.69], [0.44, 1.68, -4.62], [1.37, 1.32, -3.56], [1.31, 1.95, -2.47], [-0.32, 2.97, -4.54], [-1.52, 2.91, -4.84], [0.25, 4.02, -4.22], [0.56, -1.01, -7.01], [-0.40, -0.67, -7.71], [1.28, -2.03, -7.20], [2.54, -1.42, -5.30], [-0.61, 1.18, -6.45], [0.43, 4.84, -0.13], [0.83, 3.75, -0.06], [-0.03, 5.76, -0.29], [-5.99, -3.16, -2.05], [-5.09, -1.32, -1.66], [-4.13, -1.26, -0.61], [-3.28, -0.20, -0.60], [-3.39, 0.92, -1.44], [-4.49, 0.88, -2.36], [-5.32, -0.21, -2.49], [-2.40, 2.07, -1.44], [-2.78, 3.26, -1.47], [-1.20, 1.68, -1.46], [-4.07, -2.06, 0.11], [-2.41, -0.22, 0.05], [-4.54, 1.77, -3.02], [-6.12, -0.26, -3.24]]}


Record 3
{"formula": "C40H30AsClN3O4RbS2", "method": "ωB97M-V/def2-TZVPD", "de_lowest_kcal_mol": 8.9, "charge": -2, "species": ["Rb", "S", "C", "C", "C", "C", "N", "C", "C", "C", "S", "C", "N", "H", "H", "C", "O", "C", "C", "C", "C", "C", "C", "O", "C", "O", "C", "H", "H", "H", "H", "H", "H", "H", "H", "H", "Cl", "C", "C", "C", "C", "N", "C", "H", "H", "H", "H", "O", "As", "C", "C", "C", "C", "C", "C", "C", "C", "C", "C", "C", "C", "C", "C", "C", "C", "C", "C", "H", "H", "H", "H", "H", "H", "H", "H", "H", "H", "H", "H", "H", "H", "H"], "coordinates": [[-0.37, -0.69, -0.09], [2.83, 0.40, 0.78], [3.12, 2.01, 0.22], [4.30, 2.29, -0.52], [4.65, 3.56, -0.95], [5.87, 3.74, -1.71], [6.85, 3.89, -2.31], [3.81, 4.64, -0.66], [2.63, 4.39, 0.03], [2.23, 3.12, 0.44], [0.66, 2.96, 1.21], [4.13, 5.98, -1.08], [4.38, 7.06, -1.41], [4.95, 1.46, -0.75], [1.97, 5.23, 0.24], [0.92, -8.86, -0.32], [1.12, -7.59, -0.90], [0.19, -6.62, -0.60], [-1.03, -6.95, 0.03], [-1.91, -5.92, 0.27], [-1.64, -4.58, -0.06], [-2.60, -3.54, 0.31], [-4.06, -3.94, 0.53], [-2.31, -2.36, 0.45], [-0.40, -4.24, -0.74], [-0.13, -3.08, -1.14], [0.50, -5.34, -0.98], [1.80, -9.45, -0.55], [0.04, -9.37, -0.72], [0.81, -8.79, 0.77], [-1.28, -7.96, 0.32], [-2.85, -6.15, 0.76], [-4.18, -4.36, 1.53], [-4.40, -4.68, -0.20], [-4.67, -3.04, 0.46], [1.44, -5.13, -1.47], [2.15, 1.98, 5.24], [0.73, 1.03, 4.94], [-0.16, 0.78, 5.97], [-1.29, 0.03, 5.68], [-1.47, -0.43, 4.39], [-0.61, -0.18, 3.40], [0.49, 0.54, 3.67], [0.03, 1.17, 6.96], [-2.02, -0.20, 6.45], [-2.35, -1.01, 4.12], [1.18, 0.74, 2.85], [-1.39, 1.34, -0.89], [-1.47, 2.97, -0.60], [-0.23, 4.07, -1.58], [-0.25, 5.46, -1.56], [0.67, 6.18, -2.32], [1.60, 5.51, -3.11], [1.62, 4.12, -3.12], [0.71, 3.40, -2.36], [-3.09, 3.42, -1.73], [-4.38, 3.21, -1.23], [-5.49, 3.34, -2.05], [-5.34, 3.67, -3.39], [-4.07, 3.87, -3.90], [-2.95, 3.74, -3.08], [-2.26, 3.58, 1.07], [-2.27, 2.74, 2.17], [-2.83, 3.16, 3.37], [-3.37, 4.44, 3.47], [-3.38, 5.28, 2.36], [-2.84, 4.85, 1.15], [-0.97, 5.98, -0.94], [0.67, 7.26, -2.28], [2.33, 6.08, -3.67], [2.37, 3.60, -3.70], [0.74, 2.32, -2.33], [-4.51, 2.95, -0.19], [-6.49, 3.17, -1.64], [-6.21, 3.77, -4.03], [-3.94, 4.12, -4.95], [-1.97, 3.90, -3.50], [-1.82, 1.75, 2.09], [-2.82, 2.50, 4.23], [-3.80, 4.78, 4.41], [-3.81, 6.27, 2.43], [-2.88, 5.49, 0.28]]}


Record 4
{"formula": "C40H31AuBrN4O3PS2", "method": "ωB97M-V/def2-TZVPD", "de_lowest_kcal_mol": 0.0, "charge": 2, "species": ["Au", "Br", "C", "C", "C", "C", "C", "C", "N", "C", "C", "C", "C", "C", "C", "N", "H", "H", "H", "H", "H", "H", "H", "H", "H", "O", "S", "O", "O", "C", "C", "C", "C", "C", "C", "P", "C", "C", "C", "C", "C", "C", "C", "C", "C", "C", "C", "C", "H", "H", "H", "H", "H", "H", "H", "H", "H", "H", "H", "H", "H", "H", "S", "C", "C", "C", "N", "C", "C", "C", "C", "C", "N", "C", "C", "H", "H", "H", "H", "H", "H", "H", "H"], "coordinates": [[0.74, -0.45, -0.43], [-6.75, 1.34, 1.18], [-4.87, 1.34, 1.15], [-4.19, 0.61, 0.19], [-2.81, 0.60, 0.20], [-2.10, 1.32, 1.15], [-2.79, 2.08, 2.10], [-4.17, 2.09, 2.09], [-0.69, 1.20, 1.10], [0.11, 1.79, 1.87], [1.56, 1.64, 1.65], [2.47, 2.39, 2.39], [3.82, 2.33, 2.08], [4.23, 1.53, 1.02], [3.28, 0.79, 0.34], [1.98, 0.84, 0.66], [-4.74, 0.04, -0.55], [-2.27, 0.00, -0.53], [-2.27, 2.67, 2.84], [-4.71, 2.67, 2.82], [-0.18, 2.45, 2.68], [2.10, 3.02, 3.19], [4.53, 2.91, 2.64], [5.27, 1.46, 0.73], [3.56, 0.12, -0.47], [0.06, -1.99, -1.56], [1.30, -2.86, -1.96], [1.09, -3.41, -3.25], [2.50, -2.09, -1.70], [1.24, -4.11, -0.71], [1.48, -5.42, -1.06], [1.53, -6.39, -0.07], [1.35, -6.04, 1.26], [1.11, -4.72, 1.60], [1.05, -3.73, 0.62], [0.58, -2.09, 1.22], [1.67, -1.77, 2.61], [1.25, -1.69, 3.93], [2.19, -1.53, 4.94], [3.54, -1.46, 4.62], [3.96, -1.57, 3.30], [3.03, -1.73, 2.30], [-1.15, -2.20, 1.67], [-1.95, -3.12, 0.98], [-3.30, -3.22, 1.28], [-3.86, -2.41, 2.26], [-3.08, -1.49, 2.93], [-1.73, -1.37, 2.63], [1.62, -5.68, -2.11], [1.71, -7.42, -0.34], [1.40, -6.79, 2.03], [0.96, -4.46, 2.65], [0.21, -1.79, 4.20], [1.87, -1.47, 5.97], [4.27, -1.34, 5.41], [5.02, -1.55, 3.06], [3.36, -1.87, 1.27], [-1.52, -3.77, 0.23], [-3.91, -3.94, 0.75], [-4.91, -2.50, 2.49], [-3.52, -0.85, 3.69], [-1.14, -0.62, 3.14], [0.82, 3.58, -5.72], [0.72, 2.56, -4.31], [-0.16, 2.77, -3.24], [-0.12, 1.92, -2.17], [0.74, 0.88, -2.09], [1.59, 0.67, -3.12], [1.60, 1.48, -4.23], [-0.67, 4.54, -5.58], [-0.61, 5.87, -5.18], [-1.80, 6.58, -5.10], [-2.99, 6.05, -5.37], [-3.03, 4.78, -5.76], [-1.90, 3.98, -5.89], [-0.87, 3.58, -3.25], [-0.79, 2.05, -1.33], [2.24, -0.18, -3.03], [2.29, 1.26, -5.03], [0.34, 6.34, -4.95], [-1.79, 7.62, -4.79], [-4.01, 4.39, -5.99], [-1.99, 2.96, -6.23]]}


Record 5
{"formula": "C40H31BO19", "method": "ωB97M-V/def2-TZVPD", "species": ["C", "O", "B", "O", "O", "C", "O", "O", "C", "C", "O", "O", "H", "H", "H", "H", "H", "H", "H", "O", "C", "C", "C", "C", "O", "C", "C", "H", "H", "H", "H", "O", "C", "C", "C", "C", "O", "C", "C", "H", "H", "H", "H", "O", "C", "C", "C", "C", "O", "C", "C", "H", "H", "H", "H", "O", "C", "C", "C", "C", "O", "C", "C", "H", "H", "H", "H", "O", "C", "C", "C", "C", "O", "C", "C", "H", "H", "H", "H", "O", "C", "C", "C", "C", "O", "C", "C", "H", "H", "H", "H"], "coordinates": [[0.75, -0.59, 0.18], [0.48, -0.46, -1.26], [-0.90, 0.09, -1.49], [-1.71, -0.61, -2.52], [-1.33, 1.27, -0.71], [-2.79, 1.31, -0.51], [-3.71, 1.43, -1.49], [-3.30, 1.28, 0.87], [-4.19, 0.14, 1.12], [-3.78, -1.24, 0.34], [-2.66, -1.92, 0.69], [-4.59, -1.84, -0.74], [0.87, 0.48, 0.65], [-0.02, -1.27, 0.75], [1.82, -1.11, 0.27], [-1.89, -1.54, -2.15], [-4.10, -0.11, 2.29], [-5.33, 0.36, 0.93], [-4.40, -1.42, -1.63], [-4.41, 0.97, 4.06], [-3.55, 1.59, 4.67], [-2.18, 1.05, 4.82], [-1.24, 1.72, 5.49], [-1.52, 3.04, 6.10], [-0.65, 3.65, 6.70], [-2.88, 3.58, 5.94], [-3.83, 2.90, 5.28], [-1.99, 0.08, 4.37], [-0.23, 1.34, 5.61], [-3.07, 4.54, 6.40], [-4.83, 3.29, 5.16], [0.41, 3.60, -7.20], [0.58, 2.58, -6.56], [-0.47, 2.07, -5.65], [-0.29, 0.95, -4.94], [0.96, 0.17, -5.04], [1.12, -0.85, -4.39], [2.01, 0.68, -5.94], [1.83, 1.80, -6.65], [-1.39, 2.64, -5.59], [-1.05, 0.56, -4.27], [2.92, 0.10, -6.00], [2.59, 2.19, -7.32], [3.02, 6.54, -1.46], [3.23, 5.92, -2.49], [4.05, 4.70, -2.51], [4.28, 4.03, -3.64], [3.71, 4.48, -4.93], [3.91, 3.87, -5.96], [2.88, 5.70, -4.91], [2.65, 6.37, -3.78], [4.47, 4.39, -1.56], [4.89, 3.14, -3.67], [2.47, 6.02, -5.86], [2.05, 7.27, -3.75], [-0.33, -5.75, 1.57], [-1.48, -6.02, 1.89], [-1.86, -7.37, 2.34], [-3.12, -7.66, 2.68], [-4.18, -6.64, 2.63], [-5.34, -6.90, 2.95], [-3.80, -5.28, 2.18], [-2.54, -5.00, 1.83], [-1.07, -8.11, 2.37], [-3.42, -8.65, 3.01], [-4.59, -4.54, 2.15], [-2.25, -4.01, 1.50], [2.43, 3.64, 1.51], [2.22, 4.38, 2.46], [2.43, 5.84, 2.36], [2.20, 6.65, 3.40], [1.71, 6.11, 4.69], [1.50, 6.85, 5.64], [1.50, 4.66, 4.79], [1.73, 3.85, 3.75], [2.79, 6.21, 1.41], [2.35, 7.72, 3.35], [1.14, 4.28, 5.74], [1.58, 2.78, 3.80], [1.41, -8.14, 0.91], [1.94, -7.77, -0.13], [1.53, -6.52, -0.79], [2.11, -6.11, -1.93], [3.19, -6.90, -2.56], [3.72, -6.53, -3.60], [3.60, -8.15, -1.89], [3.02, -8.55, -0.76], [0.73, -5.95, -0.32], [1.82, -5.20, -2.43], [4.40, -8.71, -2.37], [3.31, -9.46, -0.25]]}


Highest occupied orbital energy values, unit eV, following the record order: -2.548 -1.959 -1.641 -13.526 -10.012.
Energy values, unit Eh, following the record order: -3497.93683 -3565.68516 -5524.01041 -5834.55928 -2997.00805.
Frontier orbital gap values, unit eV, following the record order: 6.34 5.41 5.26 6.53 7.77.